Below is a structure of composition C3H8N2O2 at a distorted geometry, with properties calculated with ωB97M-V/def2-TZVPD.

Geometry (Å):
C -2.2005 -0.5393 0.3625
C 1.6977 0.6467 0.4015
C 1.0826 -0.6873 0.3382
N 0.1702 -1.0082 -0.7459
N -1.2958 -0.0119 -0.5070
O -3.2402 0.0239 0.6762
O -1.1192 1.2928 -0.7705
H -1.8874 -1.6630 0.5942
H 1.1813 1.5031 -0.0665
H 1.8541 0.7483 1.3978
H 2.6938 0.7785 -0.1129
H 1.8915 -1.4463 0.2799
H 0.4967 -0.6490 1.2978
H 0.3887 -0.6459 -1.7040
H -1.7136 1.6577 -1.4412

Calculated values
Energy above the lowest of the compared OMol25 structures with the same formula, charge and spin in kJ/mol: 552.9
Orbital gap in Ha: 0.3707
E_LUMO in hartree: 0.02147
Total energy in hartree: -378.9304
Multiplicity: 1
Highest occupied orbital energy in eV: -9.504
Charge: 0